Density functional theory data (ωB97M-V/def2-TZVPD) for a structure of composition C17H23AsF3I2NO5PPdTe.

Output
Total charge: +1
Multiplicity: 5
Kohn-Sham gap (spin up / spin down): 0.2490 / 0.2402 hartree
Energy above the lowest of the compared OMol25 structures with the same formula, charge and spin: 0.016 eV

XYZ file:
```
55
Properties=species:S:1:pos:R:3:forces:R:3
Pd 0.468893 0.774189 -0.137558 0.022 -0.064 -0.011
I 1.419255 -4.612082 -0.509708 0.009 0.001 0.004
C 2.730998 -3.052933 -0.216679 0.007 0.007 0.002
C 4.054028 -3.292358 0.098068 0.005 -0.040 0.002
C 4.945806 -2.249783 0.303568 -0.007 0.020 0.002
I 6.899825 -2.734845 0.760204 -0.016 -0.001 -0.005
C 4.520362 -0.878515 0.205956 -0.006 0.002 -0.002
C 5.366058 0.226538 0.402685 0.001 0.006 -0.001
C 4.860203 1.495929 0.292305 0.013 0.000 0.003
C 3.507424 1.663053 -0.006693 -0.024 0.000 -0.001
N 2.698618 0.636350 -0.198566 0.015 -0.033 0.019
C 3.177607 -0.613321 -0.098711 0.045 0.025 0.004
C 2.217648 -1.709524 -0.344477 -0.036 -0.024 -0.014
O 1.042742 -1.481628 -0.656544 0.040 0.013 0.025
H 4.402892 -4.312122 0.184263 -0.001 0.001 0.001
H 6.409034 0.070042 0.641177 0.001 -0.001 -0.001
H 5.486879 2.363523 0.439845 0.001 -0.001 0.000
H 3.064067 2.646932 -0.087819 0.000 0.002 0.000
C -4.693268 3.342895 -2.528521 0.007 -0.003 0.004
C -4.012200 2.023201 -2.779050 -0.019 0.022 -0.027
O -3.257603 1.681743 -1.580760 -0.041 -0.080 0.017
P -2.268519 0.473342 -1.524508 0.089 -0.073 0.035
O -1.834127 0.186742 -0.134874 0.072 0.054 0.014
Te -0.265099 1.140248 -2.818338 -0.045 0.018 0.011
O -2.993709 -0.718816 -2.235799 -0.185 0.192 -0.178
C -2.478327 -1.629066 -3.240322 0.081 -0.096 0.117
C -1.635570 -2.705844 -2.601386 0.026 0.026 0.018
H -5.270681 3.624737 -3.408917 0.001 0.001 0.000
H -3.960715 4.122925 -2.326856 -0.002 0.003 0.001
H -5.370592 3.268777 -1.679254 0.000 0.003 0.001
H -3.317736 2.083862 -3.621151 -0.001 -0.005 0.005
H -4.723909 1.219877 -2.965455 0.009 -0.001 0.006
H -1.918706 -1.051650 -3.979158 -0.006 0.011 -0.009
H -3.365126 -2.032181 -3.722875 -0.002 0.010 0.003
H -0.766560 -2.285278 -2.090489 -0.010 -0.014 -0.026
H -1.284164 -3.398435 -3.367093 0.001 0.001 -0.003
H -2.220093 -3.264126 -1.870730 -0.011 -0.008 -0.007
F -1.047675 3.295386 0.090924 0.002 0.000 0.005
C 0.226274 2.840457 0.272305 -0.030 0.042 -0.020
F 0.567879 3.214269 1.534763 0.003 -0.012 0.001
F 0.998327 3.634347 -0.544708 -0.009 -0.006 -0.001
C -1.647421 1.321633 2.973502 0.013 -0.017 0.001
As -0.492791 -0.205224 2.929306 -0.040 -0.056 0.033
C 0.192360 -0.477274 4.699296 0.001 0.013 -0.021
C -1.524098 -1.751298 2.455238 0.006 0.012 0.024
O 0.803212 -0.019520 1.887815 0.010 0.041 -0.002
H -2.412144 1.174133 3.735364 0.000 -0.015 -0.006
H -2.107797 1.437911 1.994777 0.005 0.003 -0.011
H -1.050388 2.200437 3.206535 0.004 0.001 -0.004
H -0.625074 -0.651160 5.397456 -0.004 0.003 -0.005
H 0.749636 0.408808 4.996612 -0.001 0.002 -0.004
H 0.858804 -1.337373 4.689515 -0.003 -0.003 -0.010
H -2.338237 -1.892264 3.165047 -0.005 0.005 -0.003
H -0.869403 -2.621209 2.467323 0.013 0.007 0.002
H -1.917081 -1.594476 1.453138 0.001 0.008 0.011
```
Forces are in eV/Å.

Density functional theory data (ωB97M-V/def2-TZVPD) for an isolated molecule of C17H23Br2N3O3.

Output
Total charge: 0
SMILES: C/C(CC(=O)NCC(C)C)=N\NC(=O)COc1cc(C)c(Br)cc1Br
Kohn-Sham gap: 0.3456 hartree
Energy above the lowest of the compared OMol25 structures with the same formula, charge and spin: 0.000 eV

XYZ file:
```
48
Properties=species:S:1:pos:R:3:forces:R:3
C -2.802903 -2.532564 -0.286433 0.159 -0.093 -0.038
C -3.180160 -1.105486 -0.086555 0.406 -0.271 0.252
C -4.476419 -0.635521 -0.659356 -0.085 0.073 -0.319
C -4.167449 -0.135727 -2.088133 -0.327 0.030 0.611
O -4.603513 -0.678299 -3.076602 -0.125 -0.317 -0.425
N -3.388094 0.957719 -2.080942 0.245 0.494 0.075
C -2.737433 1.466132 -3.265553 0.184 -0.179 -0.207
C -1.222189 1.217170 -3.243050 -0.090 0.171 -0.119
C -0.637427 1.487304 -4.626321 -0.109 -0.116 0.246
C -0.538884 2.095318 -2.196547 -0.101 -0.306 -0.142
N -2.471291 -0.198727 0.465116 -0.400 0.621 -0.007
N -1.177472 -0.453708 0.876130 -0.291 -0.329 0.535
C -0.192129 -0.926255 0.091526 0.465 0.123 0.181
O -0.325957 -1.327737 -1.046877 0.130 -0.028 -0.094
C 1.191702 -0.915032 0.753503 0.118 -0.225 -0.432
O 1.135824 -0.278817 2.007655 0.028 -0.028 -0.043
C 2.263240 -0.156996 2.749312 0.033 0.175 0.374
C 3.524014 -0.621439 2.400255 -0.284 -0.004 -0.133
C 4.621815 -0.446331 3.235846 -0.010 0.158 0.308
C 5.970038 -0.953507 2.842539 0.076 -0.038 -0.042
C 4.423965 0.213802 4.445013 0.122 -0.032 -0.010
Br 5.886000 0.487192 5.633767 -0.159 -0.013 -0.094
C 3.178677 0.689280 4.822462 -0.016 -0.035 -0.084
C 2.110379 0.500624 3.973407 -0.294 -0.018 -0.167
Br 0.380483 1.127909 4.430540 0.162 0.031 0.133
H -3.683613 -3.154188 -0.416839 -0.068 -0.012 0.054
H -2.216533 -2.892335 0.559191 0.053 -0.018 0.005
H -2.176194 -2.617644 -1.176358 -0.036 -0.034 0.021
H -5.207938 -1.437660 -0.723808 0.033 0.065 -0.049
H -4.873396 0.197874 -0.080817 0.031 -0.020 0.058
H -3.011463 1.247516 -1.188602 -0.089 -0.126 -0.034
H -3.191830 0.949483 -4.113950 0.018 0.126 0.048
H -2.937209 2.539507 -3.355264 0.017 -0.034 -0.103
H -1.051030 0.167678 -2.981186 -0.072 0.051 -0.017
H 0.434288 1.304393 -4.627489 0.128 0.017 -0.050
H -0.810634 2.521951 -4.916257 0.009 0.150 -0.091
H -1.096106 0.839670 -5.368999 -0.030 -0.050 -0.139
H 0.533092 1.911702 -2.199062 0.137 0.020 0.065
H -0.912017 1.882468 -1.197108 -0.009 0.019 0.202
H -0.707277 3.148883 -2.412635 -0.006 0.154 -0.010
H -0.929641 0.040980 1.724901 0.078 -0.098 -0.196
H 1.520654 -1.958487 0.851495 -0.045 0.123 -0.022
H 1.880164 -0.397162 0.073089 -0.113 -0.064 0.068
H 3.668619 -1.132222 1.461487 0.013 -0.062 -0.117
H 6.685043 -0.132127 2.799591 0.064 -0.018 -0.014
H 5.936109 -1.440849 1.872371 0.006 -0.035 -0.067
H 6.336666 -1.665217 3.581973 0.063 -0.024 -0.011
H 3.045429 1.199483 5.763572 -0.020 0.024 0.043
```
Forces are in eV/Å.